(1)
Density functional theory data (the ωB97M-V functional and the def2-TZVPD basis) for 7 unconnected molecules or ions with the total composition C28H49N7.

Computed properties:
Total charge: 0
LUMO energy: 0.05 eV
SMILES: CCCC#N.CCCC#N.CCCC#N.CCCC#N.CCCC#N.CCCC#N.CCCC#N
ΔE to the lowest compared entry with this formula, charge and spin: 72.4 kcal/mol
HOMO-LUMO gap: 0.408 hartree

XYZ file:
```
84
Properties=species:S:1:pos:R:3:mulliken_charge:R:1
N 10.379 17.685 -1.352 -0.447
C 14.424 13.506 -3.217 0.038
H 12.526 15.640 -0.147 -0.065
C 12.323 23.980 0.894 -0.280
H 11.748 15.678 2.700 0.452
H 16.112 19.929 -0.060 0.323
H 12.133 14.320 0.795 0.352
C 15.675 20.994 -1.782 0.040
H 15.002 18.454 -2.369 0.402
N 19.381 17.836 -2.347 -0.494
H 15.638 11.281 0.839 0.428
C 14.991 14.711 -3.843 -1.097
H 16.874 23.827 -4.746 0.325
C 16.424 12.023 0.974 -0.673
C 19.530 15.402 0.597 -1.077
N 13.652 10.245 -2.664 -0.478
H 14.284 15.325 -4.402 0.340
C 15.955 13.493 0.936 -0.319
N 14.052 25.500 2.137 -0.429
H 14.657 24.160 -5.807 0.310
C 10.505 15.731 0.349 -0.686
H 12.067 17.262 1.779 0.344
H 20.188 14.552 0.410 0.379
H 11.405 24.122 1.465 0.281
H 19.469 17.235 1.364 0.270
C 13.169 24.453 -1.507 -0.738
H 16.280 26.230 -2.935 0.364
H 14.543 23.859 -3.994 0.099
H 15.034 13.072 -2.424 0.052
C 20.286 16.664 0.923 -0.424
H 16.638 18.310 -1.701 0.092
H 17.839 25.525 -3.017 0.360
H 15.219 17.866 0.545 0.486
H 15.203 13.617 1.715 0.239
H 9.848 16.066 1.151 0.334
H 18.919 15.075 1.438 0.196
H 21.234 18.450 0.182 0.313
C 16.326 24.755 -4.583 -0.550
H 17.997 12.400 2.410 0.203
C 14.864 24.520 -4.799 0.018
C 13.334 24.860 1.518 0.228
N 13.414 26.792 -4.780 -0.516
H 11.538 25.540 -0.622 0.336
C 20.074 17.728 -1.385 0.238
H 15.594 13.944 0.012 0.056
C 14.100 25.806 -4.827 0.148
H 20.960 16.290 1.695 0.308
H 16.395 24.735 -2.375 0.205
H 16.674 25.388 -5.400 0.418
C 13.830 11.213 -3.294 0.121
H 15.809 14.503 -4.532 0.355
H 15.383 15.329 -3.035 0.157
H 14.322 20.048 -0.590 0.263
H 12.663 22.946 0.837 0.197
H 14.920 11.923 -4.710 0.284
H 21.722 16.843 -0.605 0.270
C 15.369 19.901 -0.856 -0.254
H 13.162 12.532 -4.748 0.325
H 15.687 16.633 -0.557 0.096
H 18.886 15.517 -0.275 0.371
H 13.827 23.584 -1.486 0.128
N 15.939 21.851 -2.542 -0.423
C 15.603 18.561 -1.466 -0.369
C 17.246 11.635 2.216 -0.219
C 14.066 12.335 -4.172 -0.271
H 11.175 23.920 -0.941 0.393
H 13.484 13.693 -2.700 0.173
C 17.973 10.369 1.993 0.106
H 14.022 17.157 -0.553 0.037
H 16.558 11.504 3.051 0.312
C 12.307 16.209 1.930 -1.333
C 11.972 24.544 -0.537 -0.756
H 9.954 14.949 -0.175 0.329
H 17.077 11.823 0.125 0.371
C 20.937 17.464 -0.174 -0.383
C 16.789 25.308 -3.214 -1.143
H 13.880 25.210 -1.177 0.327
C 11.923 15.387 0.725 0.254
H 13.372 16.105 2.136 0.297
C 15.049 17.513 -0.472 -0.746
H 16.838 14.046 1.257 -0.079
C 10.385 16.824 -0.606 0.232
N 18.646 9.445 1.818 -0.407
H 12.906 24.570 -2.559 0.276
```

(2)
Density functional theory data (the ωB97M-V functional and the def2-TZVPD basis) for a molecular structure, C28H50AsF6N2O10S5.

Computed properties:
Total charge: -1
LUMO energy: 1.84 eV
ΔE to the lowest compared entry with this formula, charge and spin: 35.1 kcal/mol
HOMO-LUMO gap: 0.281 hartree

XYZ file:
```
102
Properties=species:S:1:pos:R:3:mulliken_charge:R:1
H -2.350 -1.370 -4.538 0.267
C -1.564 -5.820 3.642 -0.706
As 0.320 -0.207 0.288 2.147
H 5.926 -1.561 2.590 0.331
H -2.475 -5.442 1.643 0.288
H 2.363 4.788 1.768 0.288
C -1.097 0.355 -4.063 0.262
F -0.177 0.283 1.903 -0.516
H -1.919 4.858 0.945 0.569
H 3.740 1.642 -0.029 0.183
H 0.326 6.006 0.491 0.278
F -1.179 0.476 -0.278 -0.518
C -1.826 -5.135 2.444 -0.217
C -2.848 -3.986 -0.902 -0.506
S 4.186 2.877 -3.435 1.143
H 1.482 6.148 2.503 0.404
C 3.203 2.828 -1.892 -0.728
H -7.115 2.789 0.752 0.355
O -1.561 3.404 3.779 -0.597
H -0.981 -3.430 1.650 0.240
C -0.516 -5.159 4.276 -0.695
O -1.114 5.889 3.736 -0.668
C -3.726 -5.013 -0.711 -0.557
C 0.415 4.988 0.867 -0.138
S -0.875 4.541 3.220 1.024
H -0.113 -5.243 5.273 0.381
C 1.387 5.144 2.100 -0.634
N -3.348 -2.870 -0.338 0.311
C 5.424 2.220 -1.102 -0.889
O 3.948 1.723 -4.260 -0.615
H 2.155 2.730 -2.169 0.474
S -0.053 -0.896 -6.227 1.055
H 5.131 -1.082 1.169 -0.116
H 3.197 -2.931 0.348 0.160
H -2.406 -1.280 -6.812 0.466
O 4.210 4.199 -4.017 -0.697
C 0.192 0.445 -4.957 -0.888
H -1.128 3.447 1.130 0.029
H 6.937 -3.425 1.709 0.374
C -2.199 -0.332 -4.846 -0.802
N -0.926 -4.144 2.365 0.248
H 0.659 -3.364 3.612 0.484
C -4.871 0.733 2.022 -0.467
O 0.148 -2.230 -5.723 -0.618
O 4.964 -4.928 -0.413 -0.673
H -0.869 -0.244 -3.183 -0.270
C -6.325 3.027 1.469 -0.839
H -4.970 3.569 -0.036 0.434
F 1.188 1.326 0.186 -0.539
O -7.469 1.069 2.948 -0.665
H -3.319 1.619 0.964 -0.186
H 6.161 1.509 -0.723 0.343
C -4.413 1.647 0.887 0.052
H 5.500 3.020 -0.361 0.426
H -1.327 1.373 -3.757 0.413
H 6.028 3.702 -2.425 0.280
C -4.593 -3.165 0.222 -0.110
O 5.043 -5.481 2.078 -0.649
H -3.167 0.133 -4.649 0.434
F -0.496 -1.796 0.419 -0.646
H -3.637 -5.922 -1.287 0.414
H 1.300 4.430 4.198 0.447
C 3.993 -2.517 2.321 -0.604
C 6.072 -3.125 1.121 -0.672
C 5.305 -1.966 1.787 -0.229
H 4.200 -2.999 3.282 0.370
H 3.813 0.829 -1.678 0.229
H 2.589 -4.064 1.501 0.430
H 3.250 -1.768 2.589 0.272
O 0.549 -0.431 -7.474 -0.675
C -0.966 4.510 1.344 -0.545
C -4.884 3.068 0.929 -0.555
H 1.083 3.176 2.844 0.216
C -1.826 -0.498 -6.331 -0.815
H -4.549 1.229 -0.114 0.330
F 1.770 -0.805 1.079 -0.477
H 0.027 1.289 -5.624 0.306
H 6.330 -2.953 0.080 0.381
S -6.220 1.777 2.784 1.081
H -6.776 3.917 1.912 0.462
C -0.155 -4.053 3.479 -0.309
H -2.008 -6.730 4.012 0.394
H -4.261 3.717 1.543 0.103
H -5.664 -5.093 0.361 0.359
C 5.753 2.651 -2.544 -0.663
H 1.158 0.415 -4.468 0.519
C 3.937 1.738 -1.092 -0.252
S 4.922 -4.550 0.972 1.120
H -5.177 -2.384 0.675 0.186
C 3.474 -3.478 1.249 -0.495
H 0.842 4.309 0.138 -0.051
H 3.339 3.812 -1.438 0.261
H -1.860 0.418 -6.919 0.316
H 6.507 2.134 -3.127 0.475
H -1.946 -4.047 -1.490 0.417
H -5.414 -0.114 1.611 0.031
H -4.139 0.525 2.791 0.471
C 0.932 4.191 3.205 -0.613
C -4.853 -4.502 -0.033 -0.670
H -2.964 -1.941 -0.313 0.152
F 0.790 -0.596 -1.345 -0.472
O -5.548 2.431 3.914 -0.639
```

(3)
Density functional theory data (the ωB97M-V functional and the def2-TZVPD basis) for 5 unconnected molecules or ions with the total composition C28H50BF2N2O18PS.

Computed properties:
Total charge: 0
LUMO energy: -2.12 eV
SMILES: [H]/N=C\C[C@@]1(S(C)(=O)=O)C(=O)O[C@@](CCO)([PH2]=O)[C@@]1(CB(O)O)N(C(=O)F)C(=O)F.CCOC(C)=O.CCOC(C)=O.CCOC(C)=O.CCOC(C)=O
HOMO-LUMO gap: 0.283 hartree

XYZ file:
```
103
Properties=species:S:1:pos:R:3:mulliken_charge:R:1
H 3.810 8.284 6.548 0.295
H -4.277 4.845 -3.012 0.302
B -2.540 -0.195 2.856 0.985
H -0.426 2.681 -0.413 0.199
H 0.980 0.889 2.982 0.170
C 0.998 -1.777 1.904 0.309
H -2.202 -9.755 -4.869 0.307
H 3.735 4.459 6.324 0.263
C 1.674 -2.747 -4.153 0.677
C -2.602 -5.953 -4.400 -0.704
H -1.509 -2.168 3.287 0.023
C 3.148 7.638 7.133 -0.953
H 1.197 6.682 6.905 0.353
O 1.925 -3.844 -3.658 -0.606
H 2.633 2.077 1.842 0.260
C -2.275 4.722 -3.877 0.731
O -3.873 0.165 2.254 -0.550
H -2.971 5.257 -0.902 0.194
H -0.781 -6.519 -3.363 0.262
H 0.789 -1.937 -2.403 -0.383
C 2.666 4.510 6.102 -0.889
H 3.292 -0.661 -6.611 0.295
C -1.352 -5.620 -3.609 -0.225
C -3.550 4.114 -3.365 -0.701
H 2.298 3.503 5.873 0.262
H -1.518 6.219 -0.684 0.274
H 3.662 -3.448 2.998 0.175
O -1.609 4.148 -4.736 -0.596
C -2.048 -7.878 -5.846 0.713
H 0.279 -4.224 3.874 0.276
O -1.485 -4.401 1.079 -0.505
C -2.059 -1.655 -0.753 0.122
S 1.276 -1.841 3.746 1.302
O -1.811 -1.568 -2.092 -0.395
C -2.558 6.261 -1.024 -0.821
H 2.589 0.040 -5.161 0.245
P -0.923 1.341 -0.308 0.432
H -1.610 -5.108 -2.677 0.031
H 2.018 0.574 -6.753 0.361
H -0.734 0.761 -1.647 -0.025
H -2.381 -8.419 -3.757 0.309
C -0.511 -1.340 1.280 1.535
C -1.834 -8.748 -4.640 -0.856
C 2.357 -0.291 -6.176 -0.923
C 1.036 -3.585 4.502 -0.879
O 2.234 6.701 5.081 -0.340
O 1.202 -0.187 0.053 -0.414
C 1.340 -1.572 -3.277 -0.196
H 0.696 -0.835 -3.755 0.326
C 2.452 5.380 4.896 0.724
H -4.033 3.577 -4.190 0.296
H -3.113 6.945 -0.375 0.360
H 1.971 3.741 2.904 0.350
H -0.765 -8.799 -4.418 0.226
O -2.266 -6.557 -5.661 -0.364
N 4.062 -4.001 0.933 -0.662
C -2.625 6.721 -2.467 -0.403
C 3.183 -3.521 1.914 -0.043
C 1.304 -1.382 -6.180 -0.305
C -1.778 -1.530 2.311 -1.026
C 0.009 0.202 0.890 -0.173
H 1.650 2.487 0.291 0.287
H 3.568 -4.088 0.015 0.323
C 0.510 1.261 1.995 -0.087
F -0.774 -4.275 -1.186 -0.271
F -3.457 -1.349 -0.378 -0.238
O -1.951 -8.346 -6.979 -0.592
H -3.303 -6.576 -3.837 0.420
O 1.774 -2.552 -5.487 -0.381
H 2.119 4.839 6.985 0.314
H 1.013 -4.161 1.783 0.214
O 2.711 -1.319 4.160 -0.660
C 2.079 -0.789 1.096 -0.114
H 1.637 -3.223 0.278 0.339
H 2.890 8.150 8.065 0.356
O 1.334 3.749 2.105 -0.508
H 0.727 -3.449 5.632 0.368
H -0.690 -4.974 -4.194 0.178
C -1.116 -3.566 0.111 0.190
H -2.922 1.029 4.462 0.258
O 2.549 4.912 3.763 -0.666
H 2.266 -1.097 -2.944 0.305
O -1.834 5.870 -3.314 -0.362
C 1.564 2.444 1.456 -0.566
H 3.719 6.739 7.379 0.272
H -2.190 7.724 -2.543 0.307
O 3.330 -0.437 1.315 -0.495
H 1.365 8.234 6.109 0.299
O -2.483 1.457 -0.114 -0.752
H -3.135 -5.024 -4.633 0.330
H -4.123 1.089 2.549 0.249
H -0.452 1.897 2.316 0.373
H -3.316 3.406 -2.566 0.082
H -3.651 6.803 -2.836 0.345
H -2.672 -2.195 1.873 0.347
N -0.921 -2.103 0.089 0.833
H 1.112 -1.690 -7.213 0.326
H 0.345 -1.043 -5.777 0.297
O 0.331 -0.963 4.627 -0.656
C 1.898 7.306 6.342 -0.382
C 1.667 -3.211 1.472 -0.645
H 2.134 -4.046 4.528 0.346
O -2.098 0.711 3.949 -0.595
```

(4)
Density functional theory data (the ωB97M-V functional and the def2-TZVPD basis) for 2 unconnected molecules or ions with the total composition C28H50BrClN4O9.

Computed properties:
Total charge: 0
LUMO energy: 0.38 eV
SMILES: CC(=O)NCCCC[C@@H](CCCCN(C)C(C)=O)O[C@](Br)(CC=O)[C@H](CN)O[C@@](Cl)(CCC(=O)O)COO.CCCC#N
HOMO-LUMO gap: 0.357 hartree

XYZ file:
```
93
Properties=species:S:1:pos:R:3:mulliken_charge:R:1
H 1.647 -3.973 3.751 0.178
O 2.048 4.184 4.356 -0.201
H -0.434 -3.885 6.148 0.327
Br 0.186 3.462 -0.031 -0.020
H 0.105 -1.383 -1.448 -0.025
H 1.220 -6.147 4.900 0.324
O 2.200 -1.940 4.315 -0.527
H 1.243 -0.524 1.766 0.253
H 1.155 5.345 5.546 0.329
O -4.270 2.828 -1.772 -0.560
H -3.519 -0.809 -5.026 0.027
N -4.287 1.810 -3.799 -0.253
C -1.806 2.110 -3.389 0.454
C -4.416 1.820 -2.404 0.569
C 1.843 2.384 -0.087 -0.742
H -3.136 -2.368 -5.801 0.384
O 0.936 1.802 2.150 -0.374
H -0.888 -1.546 -5.188 0.480
H 2.906 1.492 1.550 0.416
H 3.036 -0.136 2.794 -0.781
C 1.883 1.414 1.174 0.986
C 2.631 1.667 3.994 -1.504
C -3.388 -1.883 -4.850 -0.992
H 1.783 -1.118 6.413 0.377
H 3.344 2.326 3.485 0.339
H -1.880 2.942 -2.682 0.366
H 3.266 -1.219 1.015 0.324
C -0.347 -3.492 3.461 0.198
O 1.645 5.501 4.723 -0.418
O -2.865 -4.313 -3.406 -0.550
H -3.957 -2.934 -1.274 0.339
C 0.903 3.542 3.796 -0.671
C -2.969 2.143 -4.373 -1.110
H 2.127 -0.419 -2.342 0.632
H -4.347 -2.294 -4.522 0.344
H 0.222 -5.278 7.006 0.377
C 2.964 4.491 0.893 -0.049
H 3.056 4.255 1.973 0.379
H 0.067 -3.236 -2.822 0.444
O 1.979 1.645 -1.262 -0.354
H 0.739 -0.097 0.154 -0.108
H -2.377 -3.639 -0.893 0.335
C -1.036 -2.331 -4.437 -1.163
H -0.342 1.279 -4.746 0.195
C 0.747 2.392 -3.220 -1.497
N 2.755 -0.744 0.277 -0.504
C 1.591 -0.054 0.836 -0.934
H 1.661 2.356 -3.828 0.298
C 2.460 -0.834 4.686 -0.102
C 0.102 -2.311 -3.411 -1.349
H -4.625 0.926 -4.156 0.353
H -0.035 1.227 -1.569 0.812
H 0.707 3.385 -2.768 0.396
C 1.185 -0.057 -2.766 -1.333
H 4.162 0.197 4.088 0.561
C 0.698 -4.500 3.640 -0.085
H 3.932 2.736 0.131 0.437
H 0.753 -5.091 2.724 0.353
H -3.004 3.139 -4.833 0.280
H -5.808 0.261 -1.876 0.395
H -4.512 0.556 -0.685 0.357
H 0.061 3.624 4.489 0.633
C -2.709 -3.212 -2.967 0.399
H 1.342 0.042 -3.847 0.614
H 1.317 -4.076 6.323 0.173
H 3.144 3.763 -1.083 0.370
N -2.354 -2.097 -3.824 0.757
H 0.627 4.025 2.855 0.122
C -0.468 2.180 -4.128 -0.701
C 0.380 -4.613 6.157 -1.010
H 2.471 -1.463 -0.377 0.227
Cl 0.021 1.026 4.387 -0.176
C 0.429 -5.397 4.853 -0.511
H -4.165 -0.314 -2.207 -0.137
C 0.066 -1.072 -2.499 1.911
H -0.510 -5.934 4.705 0.293
C -4.745 0.495 -1.748 -0.718
H -0.908 -0.590 -2.629 -1.001
C 3.041 3.342 -0.080 -0.686
C 0.894 1.317 -2.145 0.106
H -2.774 1.433 -5.185 0.406
H 1.048 -2.344 -3.962 0.453
H -2.530 -1.889 -1.269 0.142
H -0.506 3.025 -4.829 0.545
N -1.178 -2.710 3.336 -0.519
C 1.233 2.050 3.499 1.026
H -1.037 -3.294 -4.972 0.454
O 2.840 5.621 0.547 -0.485
C 3.097 0.222 3.820 0.940
H -1.854 1.181 -2.805 -0.223
C -2.887 -2.892 -1.504 -1.112
H 2.674 1.921 5.054 0.734
O 2.300 -0.433 5.957 -0.435
```

(5)
Density functional theory data (the ωB97M-V functional and the def2-TZVPD basis) for a molecular structure, C28H50Cl2P2Pb.

Computed properties:
Total charge: 0
LUMO energy (spin up / spin down): -0.46 / -0.46 eV
HOMO-LUMO gap (spin up / spin down): 0.231 / 0.231 hartree

XYZ file:
```
83
Properties=species:S:1:pos:R:3:mulliken_charge:R:1
H -3.623 0.091 -0.003 -0.041
H 1.328 0.004 -1.082 -0.142
C 3.414 0.226 2.025 -1.435
H -3.740 2.619 -0.145 0.088
C -2.401 0.497 1.843 -0.584
C -3.750 1.396 3.749 1.139
H -2.021 -2.362 2.791 0.646
H -1.032 3.110 2.490 -0.094
C -1.946 2.728 3.118 0.471
H 0.032 3.664 -0.677 0.155
C -0.390 1.073 -3.242 0.934
Cl 0.425 1.989 1.312 -0.712
H 1.141 -4.450 2.606 0.335
C -4.609 0.281 3.705 -1.368
H 3.806 -4.204 0.791 0.471
H 1.171 2.538 -3.701 0.449
H -3.174 -1.541 1.342 1.272
H -4.990 -1.594 2.815 0.483
C -1.901 2.864 -1.320 0.557
C 0.054 -2.571 2.278 0.887
H -0.387 4.038 -2.375 0.316
H -1.206 4.882 -1.049 0.522
H 1.732 0.856 -3.584 0.353
C -0.793 3.908 -1.363 -1.567
H -1.602 4.566 4.202 0.456
P 1.302 -1.487 1.463 -0.419
H -1.460 2.690 -4.250 0.305
C -3.971 1.052 -2.758 -1.965
H -4.696 0.379 -3.253 0.473
H -3.006 -1.454 -0.646 0.208
H -3.571 1.716 -3.532 0.403
H -0.385 -3.076 1.391 0.429
C -2.917 0.206 -2.055 0.814
H -0.373 1.751 -5.285 0.492
H 4.328 -2.632 1.416 0.309
C 3.455 -3.294 1.312 -1.839
H 0.894 0.617 3.540 0.193
H -2.243 2.319 0.743 -0.849
C 1.042 1.595 -3.139 -1.461
H -1.927 1.059 -4.803 0.336
H -4.585 -0.825 -1.160 0.358
H -1.162 -0.803 2.682 -0.661
C 1.712 -0.043 3.867 -1.454
H -0.134 -4.103 3.781 0.500
Cl -0.432 -2.074 -1.375 -0.421
H 3.134 -3.600 2.312 0.404
C -4.043 2.344 4.748 -0.935
C 2.358 -2.643 0.480 0.942
H -0.937 -1.858 4.092 0.355
C -2.191 3.662 4.066 -1.245
C -2.696 2.946 -0.038 -0.713
H -2.552 -0.567 -2.764 0.645
H 2.903 0.967 1.388 0.147
H 2.439 0.577 4.413 0.528
H 1.633 -3.424 0.174 0.495
H 2.970 -1.578 3.086 0.530
C 2.412 -0.713 2.689 0.618
H 1.399 -3.223 3.875 0.315
C -2.590 1.534 2.816 1.596
C -1.050 -1.874 3.001 -1.105
H -2.708 3.976 0.347 0.533
C -3.556 -0.534 -0.913 -1.065
H -0.328 -0.026 -3.387 0.434
C 0.667 -3.642 3.178 -1.772
H -4.902 2.181 5.414 0.312
C -1.096 1.678 -4.452 -1.678
H 3.968 0.778 2.800 0.502
H -2.591 3.082 -2.155 0.776
H -3.520 4.182 5.695 0.422
Pb -0.062 -0.019 0.033 1.736
H -4.542 1.661 -2.044 0.335
H 3.819 -2.706 -1.108 0.486
H 3.333 -1.055 -0.679 0.218
P -1.385 1.151 -1.677 -0.435
C 2.966 -2.079 -0.806 -1.390
C -3.297 3.460 4.933 -0.491
C -3.243 -0.587 1.917 -0.424
H -5.432 0.195 4.388 0.376
H 2.238 -2.090 -1.631 0.212
H 1.359 1.770 -2.106 0.238
H 1.311 -0.779 4.577 0.248
H 4.151 -0.307 1.412 0.257
C -4.370 -0.723 2.821 -1.750
```

Listing strongest force on any atom for the structures above in their given order: 0.1109, 0.0596, 0.1911, 0.0218, 0.1139 Eh/bohr.